Here is a 10-piece molecular cluster, C40H110N10O10 overall in a non-equilibrium geometry from OMol25. Energies are from ωB97M-V with the def2-TZVPD basis set.

SMILES ... COC[C@H](C)N.COC[C@H](C)N.COC[C@H](C)N.COC[C@H](C)N.COC[C@H](C)N.COC[C@H](C)N.COC[C@H](C)N.COC[C@H](C)N.COC[C@H](C)N.COC[C@H](C)N
Relative energy (zero: lowest compared OMol25 entry of this formula, charge and spin) ... 48.72 kcal per mole
Max |F| ... 0.0562 Eh/bohr
E_HOMO ... -9.2 eV
Calculated total energy ... -2889.7335 hartree

Geometry as XYZ:
```
170
Properties=species:S:1:pos:R:3:mulliken_charge:R:1
C -1.35104 2.22818 0.90344 -0.163
O -0.96032 1.25542 -0.09023 0.038
C -1.88393 0.21821 -0.28975 -0.187
C -1.20566 -1.06930 -0.76061 0.471
C -0.44065 -1.81790 0.32303 -0.712
N -0.13152 -0.66087 -1.86739 -0.031
H -2.29849 2.66721 0.56891 0.254
H -0.55113 2.96528 0.93114 -0.355
H -1.40653 1.72942 1.88134 0.168
H -2.53515 0.07326 0.58915 0.275
H -2.53502 0.55349 -1.12188 -0.418
H -1.95053 -1.66879 -1.28829 0.553
H -0.06942 -1.13442 1.09467 -0.102
H 0.42238 -2.32336 -0.08847 -0.086
H -1.09933 -2.55118 0.80478 0.274
H -0.17094 0.34646 -2.01003 -0.348
H -0.48419 -1.06427 -2.74190 0.289
C 2.82346 -2.30360 3.66916 -0.663
O 1.56106 -2.25583 4.26253 -0.314
C 1.27999 -0.95975 4.75777 -0.016
C -0.06763 -0.93115 5.44207 0.012
C -1.16653 -1.52534 4.54262 -0.310
N -0.30875 0.49180 5.73358 -0.275
H 3.63854 -2.08015 4.37583 0.375
H 2.86428 -1.58932 2.83530 0.033
H 2.99696 -3.30935 3.29850 0.429
H 2.01604 -0.64732 5.52056 0.199
H 1.25620 -0.23820 3.91129 -0.297
H 0.05110 -1.42641 6.40408 0.505
H -2.07087 -1.66748 5.14283 0.482
H -0.87714 -2.47132 4.07367 -0.631
H -1.42923 -0.84269 3.73079 -0.183
H -0.98371 0.63595 6.45689 0.211
H -0.44146 1.05563 4.91667 0.032
C 2.45370 0.86267 -0.08339 0.199
O 3.57207 0.37201 0.57985 -0.151
C 3.73888 0.93265 1.85060 0.562
C 5.06199 0.47343 2.39015 0.487
C 5.29911 1.13687 3.73476 -1.259
N 6.17413 0.82850 1.48084 -0.789
H 2.15188 0.11877 -0.82280 -0.096
H 2.53172 1.83812 -0.59268 -0.298
H 1.57301 0.95072 0.58540 0.197
H 3.74535 2.04255 1.83608 0.300
H 2.89661 0.59322 2.47290 -0.776
H 5.02738 -0.61081 2.53332 0.335
H 4.42596 0.99191 4.37533 -0.040
H 5.35793 2.23227 3.57254 0.282
H 6.29209 0.91039 4.10745 0.403
H 5.93134 1.77167 1.12154 0.353
H 6.05114 0.27938 0.61638 0.321
C 2.02229 -3.46389 -2.29321 0.220
O 2.03109 -4.36458 -3.38556 -0.449
C 2.76482 -3.87604 -4.48716 -0.226
C 2.68859 -4.88621 -5.62676 0.414
C 3.53881 -6.07680 -5.35088 -1.419
N 3.13003 -4.27644 -6.91797 -0.763
H 1.35674 -2.62093 -2.52863 -0.136
H 3.03138 -3.04165 -2.16537 0.212
H 1.67837 -3.95998 -1.39618 0.011
H 2.33958 -2.89487 -4.79887 0.022
H 3.83736 -3.68490 -4.24926 0.052
H 1.62739 -5.10537 -5.75582 0.396
H 3.53916 -6.36422 -4.29556 0.291
H 4.57540 -5.93077 -5.67919 0.336
H 3.24167 -6.97135 -5.91182 0.369
H 2.48740 -3.49263 -7.12570 0.290
H 4.00481 -3.74981 -6.74545 0.288
C 5.27268 -0.94055 -3.13586 -0.077
O 4.77879 0.15400 -3.86655 -0.491
C 3.42462 0.46788 -3.53237 0.531
C 2.86273 1.36338 -4.59427 0.030
C 1.43174 1.76462 -4.23455 -0.913
N 2.85633 0.76325 -5.93154 -0.744
H 6.35981 -0.96181 -3.19344 0.322
H 4.92257 -1.89179 -3.57512 -0.099
H 4.96844 -0.88161 -2.08134 0.090
H 2.82976 -0.45902 -3.41421 -0.145
H 3.41082 1.00301 -2.56837 0.040
H 3.43262 2.28633 -4.70057 0.425
H 1.35328 1.94739 -3.15669 -0.108
H 0.68732 1.01833 -4.51757 0.250
H 1.18044 2.67745 -4.77350 0.393
H 3.82507 0.59872 -6.20841 0.337
H 2.38778 -0.14050 -5.91363 0.241
C 2.37599 4.97751 0.24443 -0.194
O 1.02165 5.36020 0.10207 -0.209
C 0.61024 5.62393 -1.23932 -0.690
C -0.84695 6.07338 -1.24380 0.679
C -1.76438 4.96305 -0.88256 -1.219
N -1.20954 6.65816 -2.54236 -0.641
H 2.58440 5.06849 1.32728 0.019
H 3.09716 5.69051 -0.17191 0.436
H 2.54443 3.92894 -0.01089 -0.135
H 1.25175 6.40309 -1.68795 0.444
H 0.75397 4.72561 -1.87277 0.166
H -0.94476 6.87042 -0.49477 0.226
H -1.70875 4.15992 -1.62260 0.156
H -2.81497 5.27065 -0.89920 0.392
H -1.49598 4.63302 0.11679 0.255
H -0.48093 6.97584 -3.15039 0.208
H -1.89750 6.13576 -3.05799 0.184
C -8.54200 -2.13469 1.84039 -0.768
O -7.52401 -1.46440 1.15360 -0.303
C -6.73379 -0.77525 2.03631 -0.847
C -5.81579 0.11972 1.27340 1.123
C -4.97068 1.00386 2.18608 -1.014
N -6.59920 0.92746 0.32335 -0.761
H -8.08836 -2.80514 2.57365 0.302
H -9.04862 -2.72289 1.09112 0.255
H -9.17417 -1.38940 2.31724 0.326
H -7.35194 -0.12450 2.69376 0.383
H -6.11126 -1.41075 2.68890 0.343
H -5.11867 -0.56948 0.73829 -0.170
H -4.23123 1.57931 1.63997 -0.006
H -4.43939 0.33757 2.88216 0.201
H -5.64417 1.66745 2.73301 0.468
H -7.22840 0.28157 -0.17656 0.350
H -6.00541 1.30676 -0.41457 0.125
C -0.13503 -4.52149 3.41720 -0.928
O -1.08344 -4.89229 2.45957 -0.269
C -0.52574 -5.70019 1.48880 -0.467
C -1.65956 -6.18518 0.55586 0.252
C -2.16837 -5.04427 -0.28375 -1.092
N -2.79665 -6.77799 1.27722 -0.809
H 0.60149 -3.80970 3.01210 0.236
H 0.38639 -5.40389 3.81377 0.350
H -0.64029 -4.01129 4.23420 0.554
H 0.17774 -5.14063 0.85222 0.121
H -0.05096 -6.57730 1.95488 0.524
H -1.22023 -6.96844 -0.06833 0.386
H -1.41093 -4.50852 -0.87022 0.182
H -2.67346 -4.22748 0.24330 0.183
H -2.88647 -5.43711 -1.01503 0.412
H -3.24003 -6.04985 1.85441 0.317
H -2.50257 -7.44592 1.99500 0.299
C 1.01036 4.66802 3.78255 -0.345
O 0.83725 4.79470 5.15646 -0.451
C 1.27212 3.70891 5.91641 -0.384
C 2.68457 3.26773 5.73871 1.758
C 3.03870 2.14936 6.66100 -1.588
N 3.66165 4.37294 5.92042 -0.775
H 2.05639 4.55232 3.47841 0.001
H 0.60681 5.56362 3.30109 0.306
H 0.36343 3.86688 3.37088 0.256
H 0.99127 3.87557 6.96319 0.317
H 0.61058 2.85765 5.66932 -0.051
H 2.75823 2.95923 4.67256 -0.457
H 3.95811 1.65357 6.33630 0.381
H 2.28781 1.34888 6.67990 0.114
H 3.13426 2.52680 7.67785 0.489
H 4.60487 4.02150 5.77742 0.271
H 3.53474 5.09235 5.20648 0.287
C -4.16073 2.33340 -3.00382 -0.444
O -3.56919 2.29967 -4.29756 -0.277
C -4.36447 1.69397 -5.36082 -0.755
C -3.82760 0.31739 -5.78565 0.570
C -4.66135 -0.27764 -6.92485 -1.511
N -3.87194 -0.68615 -4.62100 -0.575
H -5.04569 2.98430 -2.91336 0.443
H -3.38466 2.70461 -2.33013 -0.015
H -4.49191 1.33656 -2.67254 0.207
H -5.45041 1.63296 -5.18730 0.331
H -4.22968 2.36513 -6.23691 0.321
H -2.76006 0.36433 -6.02595 0.242
H -4.31985 -1.27187 -7.20562 0.384
H -4.58441 0.31175 -7.85418 0.373
H -5.72819 -0.33462 -6.68126 0.360
H -4.85292 -0.82570 -4.36469 0.304
H -3.38354 -0.28748 -3.81755 0.049
```